(1)
128
Properties=species:S:1:pos:R:3:forces:R:3:mulliken_charge:R:1 method="wB97M-V/def2-TZVPD" homo_energy_ev=-11.057 fmax_ev_per_a=2.6 total_charge=+1
C -0.808 -2.280 6.009 0.4 -1.3 0.3 -0.74
O -1.474 -1.508 4.972 1.5 1.3 -0.2 -0.43
B -0.851 -0.225 4.959 -1.3 0.0 1.5 0.69
O -0.924 0.494 6.144 -0.1 0.0 -1.5 -0.57
C -0.177 0.357 3.590 0.2 -1.7 -0.2 1.27
C 0.420 1.772 3.722 0.0 2.1 0.9 -0.05
F 1.120 1.988 4.899 -0.7 -1.0 -1.1 -0.36
F 1.328 2.129 2.724 -1.1 -1.0 0.2 -0.29
C -0.632 2.978 3.706 1.4 0.9 0.1 0.20
F -1.287 3.088 4.892 0.1 -0.5 -1.3 -0.25
F 0.135 4.133 3.581 -0.8 -1.0 0.1 -0.31
C -1.314 0.169 2.508 -0.1 -0.2 2.4 -1.41
C -2.737 0.725 2.860 -1.0 0.2 -1.2 -1.34
C -3.801 -0.414 3.139 -0.5 0.2 -0.2 0.18
O -4.598 -0.055 4.263 0.6 -0.3 -0.3 -0.64
C -4.777 -0.603 1.905 1.0 -1.4 1.2 0.32
F -5.358 -1.844 2.065 0.0 1.5 -0.4 -0.28
F -5.731 0.337 1.820 1.0 -0.9 -0.5 -0.26
F -4.016 -0.705 0.758 -1.0 0.6 0.5 -0.05
N -0.765 0.641 1.210 -1.4 -0.5 -0.8 0.76
C 0.255 -0.314 0.601 2.0 -0.7 0.3 1.13
C 1.049 0.552 -0.465 -0.4 0.2 -0.6 -1.45
C 1.794 -0.255 -1.584 -0.8 0.2 -0.9 -0.22
O 3.218 -0.373 -1.362 -0.1 1.1 -0.3 -0.29
C 3.883 0.791 -1.648 2.3 0.8 0.4 0.56
C 5.448 0.740 -1.554 -0.6 -0.9 0.4 -1.19
O 3.369 1.845 -1.924 -1.0 -0.6 0.0 -0.33
C -0.589 -1.497 0.051 -1.1 -1.1 -1.1 -0.77
Br -0.757 -3.225 1.004 0.5 1.5 0.0 0.09
C -1.354 -1.467 -1.082 0.1 0.6 0.5 0.24
C -1.508 -0.218 -1.975 -0.4 -0.6 -0.9 -0.69
Br -2.404 -3.001 -1.696 0.7 1.4 0.3 -0.13
C 1.376 -0.742 1.677 1.1 1.1 0.6 0.25
C 2.266 -1.962 1.195 0.0 -1.0 -0.4 -0.99
C 2.342 -3.213 2.136 1.2 -0.4 -0.3 -0.49
C 2.772 -4.547 1.365 -1.8 -0.3 1.1 -0.65
C 2.217 -5.718 2.248 -0.2 -1.6 1.0 0.09
C 0.898 -6.290 2.048 0.3 -0.6 1.0 -0.01
C 0.374 -7.342 2.898 1.7 0.8 0.7 -0.90
C 1.177 -7.838 3.996 0.6 1.0 -0.9 -0.32
C 2.507 -7.312 4.214 -1.2 0.8 -1.3 -0.66
C 2.997 -6.262 3.345 -1.0 -0.3 -0.1 -0.14
C 0.887 -0.794 3.176 -0.6 -0.3 0.5 -1.68
P 2.334 -0.814 4.413 2.1 0.5 -1.4 -0.15
N 3.614 -0.093 3.769 -0.7 -1.3 0.5 -0.76
H 0.209 -1.879 6.268 -0.9 -0.2 -0.2 0.24
H -1.397 -2.340 6.953 0.3 0.2 -0.8 0.36
H -0.653 -3.316 5.609 -0.3 0.9 0.4 0.30
H -1.736 0.285 6.636 0.5 -0.2 0.1 0.34
H -1.297 2.967 2.810 0.0 0.0 0.9 0.22
H -1.462 -0.946 2.513 0.4 1.0 -0.8 -0.08
H -2.806 1.465 3.686 0.3 -0.6 -0.4 0.36
H -3.123 1.248 1.936 0.4 -0.1 0.9 0.70
H -3.337 -1.417 3.301 -0.1 0.8 -0.2 0.35
H -4.960 -0.861 4.669 0.1 0.3 -0.2 0.47
H -0.448 1.620 1.196 0.3 -0.3 0.4 0.85
H -1.563 0.610 0.549 0.4 0.1 0.1 0.80
H 0.307 1.282 -0.899 0.8 -0.8 -0.1 0.30
H 1.819 1.230 -0.009 -0.8 -0.8 0.1 1.20
H 1.421 -1.296 -1.730 0.3 0.8 0.4 0.46
H 1.621 0.267 -2.568 0.4 -0.5 1.3 -0.86
H 5.902 1.630 -2.053 -0.7 -0.9 0.3 0.25
H 5.792 -0.226 -1.993 0.0 0.8 0.3 0.34
H 5.759 0.759 -0.474 -0.4 -0.1 -0.9 0.37
H -1.712 0.743 -1.448 0.2 -0.7 -0.2 0.25
H -0.600 -0.104 -2.613 -0.7 0.0 0.6 -0.30
H -2.359 -0.365 -2.691 0.7 0.1 0.8 0.61
H 2.129 0.094 1.689 -1.0 -0.6 0.0 1.19
H 1.932 -2.340 0.188 0.1 0.5 0.9 -0.06
H 3.328 -1.645 1.018 -1.1 0.1 0.3 0.36
H 3.172 -3.033 2.874 -0.9 -0.2 -0.4 0.37
H 1.410 -3.477 2.679 0.6 0.5 -0.4 0.23
H 3.870 -4.624 1.222 -0.8 0.1 -0.1 0.42
H 2.185 -4.609 0.412 0.9 0.2 0.5 0.38
H 0.217 -5.940 1.239 0.8 -0.2 0.5 0.39
H -0.651 -7.746 2.741 1.0 0.4 0.0 0.37
H 0.786 -8.625 4.673 0.3 0.6 -0.6 0.37
H 3.133 -7.695 5.050 -0.6 0.4 -0.8 0.35
H 4.007 -5.832 3.532 -0.8 -0.5 -0.2 0.33
H 0.363 -1.770 3.325 0.2 0.8 0.0 1.14
H 2.599 -2.185 4.734 -0.7 0.6 0.1 0.14
H 1.981 -0.185 5.638 -0.7 -0.4 -0.4 0.22
H 4.320 -0.843 3.742 0.1 0.7 -0.2 0.30
C 3.426 -0.474 -5.180 0.2 0.0 -0.2 0.97
Cl 1.910 -1.354 -4.898 0.1 -0.2 0.0 -0.11
Cl 4.688 -1.579 -5.720 0.0 0.1 0.8 -0.07
Cl 3.189 0.820 -6.360 0.1 -0.1 0.0 -0.10
H 3.740 -0.027 -4.242 -0.1 0.0 -0.1 -0.66
C 4.897 -3.151 -9.471 0.0 0.1 -0.1 0.03
Cl 5.691 -2.634 -10.961 -0.1 -0.1 0.1 -0.12
Cl 6.061 -3.909 -8.376 -0.1 0.0 0.0 -0.13
Cl 4.102 -1.786 -8.681 -0.1 -0.1 -0.7 -0.08
H 4.140 -3.886 -9.725 0.1 0.1 0.0 0.30
C -7.450 -1.931 -0.846 -0.1 -0.1 0.0 1.11
Cl -7.104 -1.127 -2.381 0.0 0.0 0.0 -0.08
Cl -9.128 -1.669 -0.367 0.1 0.0 0.0 -0.13
Cl -7.094 -3.657 -0.954 0.0 0.1 0.0 -0.12
H -6.807 -1.499 -0.086 -0.1 0.0 -0.1 -0.79
C 4.694 5.346 -3.109 0.2 0.0 -0.1 0.97
Cl 5.479 5.881 -4.595 -0.1 -0.1 0.1 -0.13
Cl 5.867 4.601 -2.017 -0.1 0.0 0.0 -0.14
Cl 3.875 6.696 -2.311 0.0 -0.1 0.0 -0.15
H 3.946 4.602 -3.368 0.3 0.1 0.1 -0.51
C -0.337 7.630 3.012 0.1 0.1 0.1 0.49
Cl -0.488 7.911 4.748 0.0 -0.1 -0.1 -0.13
Cl -1.891 7.875 2.202 0.0 -0.1 0.0 -0.14
Cl 0.899 8.679 2.314 -0.1 -0.1 0.0 -0.12
H -0.034 6.599 2.860 0.0 0.1 0.0 -0.11
C 3.295 9.807 -4.515 0.0 0.1 -0.1 0.46
Cl 3.630 8.864 -5.971 0.0 0.0 0.1 -0.12
Cl 4.481 11.101 -4.324 -0.1 -0.1 0.0 -0.12
Cl 1.655 10.466 -4.563 0.0 -0.1 0.0 -0.13
H 3.371 9.146 -3.658 0.0 0.1 -0.1 -0.09
C -9.315 -2.067 -5.665 -0.1 0.0 -0.1 0.38
Cl -10.839 -2.900 -5.346 0.1 0.1 0.0 -0.12
Cl -8.097 -3.201 -6.263 0.0 0.1 0.1 -0.12
Cl -9.556 -0.748 -6.817 0.0 0.0 0.1 -0.12
H -8.956 -1.643 -4.733 0.0 -0.1 -0.1 -0.01
C 0.351 3.247 -4.402 0.1 0.2 -0.2 -0.16
Cl 1.678 4.100 -3.609 -0.4 -0.1 0.0 -0.11
Cl 0.218 3.731 -6.092 0.0 -0.1 0.2 -0.12
Cl 0.578 1.494 -4.275 -0.3 0.4 -0.2 -0.02
H -0.573 3.510 -3.897 0.1 0.0 0.0 0.36
C -6.040 2.996 -3.248 -0.2 0.0 -0.2 -0.11
Cl -4.907 2.507 -4.514 0.0 0.0 0.1 -0.11
Cl -7.705 2.728 -3.765 0.2 0.0 0.1 -0.09
Cl -5.708 2.121 -1.746 0.1 0.1 0.1 -0.03
H -5.907 4.057 -3.062 0.0 -0.1 0.0 0.35



(2)
87
Properties=species:S:1:pos:R:3:forces:R:3:mulliken_charge:R:1 method="wB97M-V/def2-TZVPD" homo_energy_ev=-2.611 fmax_ev_per_a=1.2 total_charge=-2
K 0.377 1.512 -0.253 -0.8 -0.9 0.4 1.13
O -2.952 3.730 1.684 0.2 -0.9 -0.1 -0.75
C -2.221 4.468 2.523 0.1 0.0 0.2 0.31
C -2.793 5.652 2.998 0.0 0.0 0.0 -0.66
C -2.122 6.436 3.912 0.1 0.1 0.1 -0.25
C -0.867 6.054 4.376 0.0 0.0 0.0 -0.76
C -0.297 4.890 3.893 0.1 0.0 -0.1 -0.32
C -0.937 4.084 2.955 0.0 0.1 0.1 -0.13
C -0.278 2.832 2.429 -0.2 0.2 0.4 1.13
O -0.937 2.098 1.651 -0.9 0.4 0.8 -1.09
N 0.948 2.620 2.902 0.2 -0.4 -0.2 -0.98
N 1.524 1.522 2.319 -0.1 0.6 0.4 0.99
C 2.583 1.097 2.893 0.0 0.0 0.1 -1.18
C 3.272 -0.081 2.354 -0.1 0.3 0.2 0.88
C 4.244 -0.732 3.118 0.0 -0.1 0.0 -0.99
C 4.822 -1.887 2.623 0.0 0.0 0.0 -0.26
C 4.417 -2.360 1.384 0.1 -0.1 0.0 -0.81
C 3.467 -1.628 0.686 0.0 0.0 0.0 -0.14
N 2.920 -0.513 1.143 0.0 0.0 -0.1 0.17
H -2.427 2.869 1.577 0.0 0.6 -0.3 0.33
H -3.776 5.918 2.633 0.0 0.0 0.0 0.40
H -2.580 7.351 4.269 0.0 0.0 0.0 0.34
H -0.336 6.662 5.096 0.0 0.0 0.0 0.37
H 0.684 4.572 4.216 0.0 0.0 0.0 0.45
H 2.945 1.550 3.827 0.0 -0.1 -0.2 0.17
H 4.513 -0.341 4.091 0.0 0.0 0.0 0.42
H 5.569 -2.419 3.203 0.0 0.0 0.0 0.38
H 4.821 -3.266 0.954 0.0 0.0 0.0 0.41
H 3.116 -1.938 -0.290 0.0 -0.1 -0.1 0.33
C -2.301 2.650 -2.759 -0.2 0.2 -0.1 -1.22
C -2.547 1.208 -2.466 0.2 0.3 -0.1 0.31
C -3.600 0.385 -2.873 0.0 0.0 -0.1 -1.24
C -3.315 -0.843 -2.319 -0.1 -0.3 0.1 0.71
C -4.128 -2.068 -2.545 -0.1 -0.2 -0.2 -1.17
N -2.173 -0.744 -1.600 0.3 0.1 0.0 1.31
N -1.690 0.532 -1.733 -0.3 -0.3 0.3 -0.06
B -1.189 -1.649 -0.723 -0.2 0.1 -0.3 -1.49
N -0.468 -2.762 -1.568 -0.1 0.3 0.3 1.49
N 0.721 -2.339 -2.064 0.0 0.2 -0.1 -0.46
C 1.176 -3.292 -2.848 0.2 -0.1 -0.2 0.51
C 2.484 -3.120 -3.547 0.0 -0.1 -0.1 -1.23
C 0.288 -4.379 -2.874 0.0 0.0 0.1 -1.31
C -0.730 -4.000 -2.024 -0.3 -0.3 -0.1 0.79
C -1.857 -4.875 -1.595 0.0 -0.3 0.1 -1.25
N -1.643 -2.071 0.719 -0.1 0.2 0.0 1.77
N -0.789 -1.517 1.624 0.3 0.0 0.0 -0.62
C -1.189 -1.863 2.823 0.1 0.1 0.3 0.39
C -0.441 -1.378 4.021 0.0 0.0 0.1 -0.98
C -2.337 -2.661 2.741 -0.1 0.0 -0.1 -1.29
C -2.601 -2.756 1.390 -0.1 -0.2 0.0 0.67
C -3.787 -3.467 0.840 -0.2 -0.3 0.0 -1.12
H -3.036 3.023 -3.475 0.0 0.0 0.0 0.35
H -1.306 2.817 -3.166 0.1 0.0 0.0 0.20
H -2.384 3.256 -1.857 0.0 0.0 0.1 0.16
H -4.442 0.632 -3.498 0.0 0.0 0.0 0.38
H -4.888 -1.828 -3.293 0.0 0.0 0.0 0.36
H -4.653 -2.409 -1.661 0.0 -0.1 0.3 0.07
H -3.544 -2.899 -2.939 0.1 0.0 0.0 0.20
H -0.329 -0.896 -0.463 0.1 -0.1 -0.2 -0.75
H 2.859 -2.116 -3.371 0.0 0.1 0.1 0.08
H 2.383 -3.256 -4.626 0.0 0.0 0.0 0.37
H 3.229 -3.838 -3.197 0.0 0.0 0.0 0.24
H 0.378 -5.319 -3.392 0.0 -0.1 0.0 0.41
H -1.820 -5.783 -2.202 -0.1 0.0 0.0 0.32
H -2.845 -4.439 -1.709 0.0 0.1 -0.1 0.15
H -1.746 -5.183 -0.550 0.0 0.1 0.0 0.22
H 0.342 -0.693 3.704 0.0 0.0 -0.1 0.04
H 0.018 -2.203 4.572 0.0 0.0 0.0 0.29
H -1.097 -0.844 4.710 0.0 0.0 0.0 0.29
H -2.921 -3.090 3.539 -0.1 0.0 0.0 0.38
H -4.305 -3.928 1.686 0.0 0.0 -0.1 0.35
H -3.556 -4.258 0.130 0.0 0.1 0.1 0.17
H -4.497 -2.800 0.367 -0.1 0.3 -0.1 0.13
C 4.191 2.279 -1.939 0.1 -0.1 -0.1 -2.15
C 2.824 1.761 -2.377 0.1 0.1 0.1 2.33
C 2.894 1.046 -3.715 0.1 0.0 0.0 -1.79
O 2.339 0.832 -1.405 0.8 -0.3 -0.7 0.19
C 1.878 3.022 -2.435 0.2 -0.2 0.1 0.08
O 1.788 3.584 -3.534 0.0 0.3 -0.6 -0.82
O 1.368 3.362 -1.348 0.3 0.7 -0.1 -0.77
H 4.920 1.460 -1.921 0.0 0.0 0.0 0.44
H 4.115 2.721 -0.946 0.0 0.0 0.1 0.42
H 4.547 3.045 -2.629 0.0 0.0 0.0 0.43
H 3.788 0.414 -3.759 0.0 -0.1 0.0 0.35
H 2.907 1.770 -4.525 0.0 0.0 0.0 0.37
H 2.024 0.403 -3.825 -0.1 0.0 0.0 0.33
H 2.996 0.607 -0.737 -0.1 0.1 0.0 -0.17



(3)
93
Properties=species:S:1:pos:R:3:forces:R:3:mulliken_charge:R:1 method="wB97M-V/def2-TZVPD" homo_energy_ev=-8.419 fmax_ev_per_a=1.5 smiles=C[C@H](F)C[PH2](B(N)O)c1ccncc1.COCCOC.COCCOC.COCCOC.COCCOC
C 1.192 -2.378 1.350 0.3 -0.2 0.0 -1.01
C 0.760 -2.910 -0.005 0.2 0.5 0.8 0.13
F 0.970 -1.866 -0.925 0.0 -0.1 -0.2 -0.28
C -0.690 -3.332 -0.020 0.3 -0.2 -0.3 -0.99
P -0.945 -5.084 0.821 0.6 0.0 0.1 0.67
B -2.072 -4.317 2.188 -0.6 0.0 0.8 0.57
N -3.526 -4.339 2.045 0.5 0.6 -0.5 -0.54
O -1.541 -3.683 3.299 -0.2 -0.4 -0.2 -0.56
C -1.036 -6.868 1.540 -0.1 0.7 -0.7 0.56
C -0.771 -7.172 2.858 0.0 0.6 -0.2 -0.25
C -0.827 -8.480 3.259 0.4 -0.4 1.3 -0.35
N -1.113 -9.510 2.478 -0.1 0.1 -0.1 -0.61
C -1.377 -9.184 1.221 -0.2 -1.2 -0.8 -0.36
C -1.354 -7.913 0.708 0.0 0.2 -0.1 -0.59
H 0.626 -1.484 1.613 -0.1 -0.1 0.1 0.23
H 2.256 -2.134 1.367 0.0 0.1 -0.2 0.31
H 1.054 -3.159 2.102 -0.2 0.2 0.1 0.31
H 1.454 -3.711 -0.280 -0.2 -0.1 -0.3 0.27
H -1.000 -3.432 -1.064 -0.2 0.1 0.1 0.41
H -1.274 -2.541 0.466 -0.1 0.0 -0.1 0.34
H -1.482 -5.581 -0.401 0.0 0.0 0.2 -0.13
H 0.457 -5.107 1.099 -0.2 -0.1 0.1 0.00
H -3.864 -3.425 2.342 -0.3 -0.2 0.2 0.24
H -3.952 -5.037 2.645 -0.1 -0.1 -0.2 0.25
H -0.901 -4.236 3.758 0.5 0.4 -0.2 0.29
H -0.502 -6.397 3.568 0.1 -0.1 0.1 0.08
H -0.591 -8.700 4.299 -0.1 -0.2 -0.1 0.34
H -1.609 -10.001 0.540 0.0 -0.1 0.2 0.34
H -1.562 -7.751 -0.343 -0.1 0.0 -0.1 0.32
C -1.492 -1.643 -4.945 -0.1 0.0 0.1 -0.76
O -1.607 -0.879 -3.759 0.1 0.0 -0.2 -0.41
C -0.367 -0.326 -3.331 -0.3 0.1 0.2 -0.15
C -0.251 1.136 -3.704 0.3 0.0 -0.2 -0.39
O -0.184 1.320 -5.111 -0.2 -0.1 0.0 -0.40
C -1.419 1.728 -5.675 0.1 0.1 0.0 -0.60
H -2.496 -1.817 -5.329 0.0 0.0 0.1 0.27
H -0.910 -1.123 -5.709 0.0 0.0 0.0 0.32
H -1.027 -2.611 -4.728 0.0 0.0 -0.1 0.31
H 0.472 -0.898 -3.735 0.0 0.0 0.0 0.31
H -0.338 -0.414 -2.243 0.1 0.0 0.0 0.18
H 0.680 1.530 -3.286 0.0 0.0 0.1 0.37
H -1.082 1.708 -3.279 0.0 0.0 0.0 0.18
H -1.605 2.783 -5.448 -0.1 0.0 0.0 0.22
H -2.254 1.124 -5.311 0.0 0.0 0.0 0.31
H -1.351 1.611 -6.756 0.1 0.0 0.0 0.28
C 6.199 0.618 2.480 0.0 0.1 0.0 -0.72
O 5.452 0.965 3.633 0.1 -0.2 -0.1 -0.43
C 4.301 0.150 3.815 0.0 0.4 0.3 -0.10
C 4.537 -0.914 4.865 -0.1 -0.3 -0.3 -0.78
O 5.506 -1.865 4.445 0.1 0.2 0.0 -0.37
C 6.784 -1.644 5.015 0.0 -0.1 0.0 -0.73
H 7.168 1.113 2.548 0.0 0.0 0.0 0.27
H 6.360 -0.460 2.408 0.0 0.0 0.0 0.32
H 5.689 0.971 1.577 0.0 -0.1 0.0 0.29
H 3.989 -0.299 2.866 0.0 -0.1 0.0 0.36
H 3.496 0.808 4.157 0.0 0.0 0.0 0.23
H 3.602 -1.462 5.024 0.0 0.0 0.0 0.39
H 4.828 -0.458 5.816 0.0 0.1 0.0 0.38
H 6.790 -1.958 6.065 0.1 0.1 0.0 0.32
H 7.082 -0.595 4.949 0.0 0.0 0.0 0.32
H 7.504 -2.248 4.466 -0.1 0.0 0.0 0.24
C -3.250 6.127 -6.160 0.1 -0.1 -0.1 -0.80
O -3.629 4.915 -5.528 0.0 0.2 0.1 -0.36
C -3.570 5.000 -4.110 -0.1 -0.4 -0.2 -0.15
C -4.945 5.197 -3.510 0.1 0.3 0.3 -0.65
O -5.495 6.459 -3.860 0.0 -0.1 -0.2 -0.37
C -6.445 6.379 -4.909 0.0 0.1 0.1 -0.69
H -3.552 6.067 -7.205 0.0 -0.1 0.0 0.26
H -3.735 6.992 -5.703 0.0 0.0 0.0 0.35
H -2.163 6.252 -6.117 0.0 0.1 0.0 0.32
H -2.890 5.798 -3.797 -0.1 0.0 0.0 0.36
H -3.162 4.049 -3.749 0.0 0.0 0.0 0.15
H -4.858 5.177 -2.420 0.0 -0.1 0.0 0.37
H -5.615 4.385 -3.810 0.0 0.0 -0.1 0.34
H -7.387 5.964 -4.534 0.0 0.0 -0.1 0.32
H -6.084 5.767 -5.739 0.0 0.0 0.0 0.30
H -6.628 7.389 -5.271 0.0 0.0 0.1 0.24
C 1.023 5.760 2.991 0.0 0.1 -0.1 -0.71
O 1.338 5.073 1.793 0.0 -0.1 0.2 -0.36
C 2.537 4.316 1.884 -0.1 0.0 -0.4 -0.73
C 2.254 2.845 2.098 0.3 0.0 0.3 0.05
O 1.655 2.612 3.368 -0.2 0.0 -0.2 -0.35
C 0.253 2.422 3.279 0.0 -0.1 0.1 -0.67
H -0.007 6.105 2.917 0.0 0.0 -0.1 0.24
H 1.115 5.114 3.867 0.0 0.0 0.0 0.30
H 1.676 6.632 3.111 0.0 0.0 0.1 0.33
H 3.181 4.703 2.678 0.0 -0.1 0.0 0.35
H 3.063 4.436 0.932 0.0 0.0 0.0 0.39
H 3.203 2.299 2.084 0.0 0.0 0.0 0.04
H 1.626 2.449 1.294 0.0 0.1 0.0 0.33
H 0.031 1.425 2.881 -0.1 0.0 0.0 0.18
H -0.220 3.178 2.649 0.0 0.0 0.0 0.36
H -0.159 2.495 4.285 0.1 0.0 0.0 0.26